Record 1
Entry from the Open Molecules 2025 dataset: one molecule with the formula C6H8 in a non-equilibrium geometry (ωB97M-V/def2-TZVPD).

The total energy is -233.2557 hartree. The LUMO energy comes out at 0.971 eV. For the HOMO-LUMO gap, the calculation gives 10.0 eV.

```
! RIJCOSX wB97M-V def2-TZVPD def2/J DEFGRID3
* xyz 0 1
C 0.79 -1.78 -0.15
C 0.54 -0.38 -0.62
C -0.80 0.07 -1.15
C -0.22 0.68 0.12
C -0.69 1.16 1.38
C -1.01 1.95 2.24
H -0.11 -2.21 0.31
H 1.60 -1.81 0.58
H 1.08 -2.41 -1.00
H 1.38 0.09 -1.13
H -1.60 -0.69 -1.13
H -0.87 0.70 -2.03
H 0.35 1.66 0.23
H -0.89 2.95 2.59
*
```

Need the Mulliken charges? In units of e they are: C -1.365; C 0.246; C -0.663; C 0.290; C -0.470; C -0.303; H 0.306; H 0.333; H 0.342; H 0.327; H 0.254; H 0.243; H 0.164; H 0.296


Record 2
Entry from the Open Molecules 2025 dataset: C42H36BiN8O5SSe as an isolated structure in a non-equilibrium geometry (ωB97M-V/def2-TZVPD).

The total energy is -5450.5171 hartree. The LUMO energy comes out at -3.230 eV. For the HOMO-LUMO gap, the calculation gives 7.2 eV.

```
! RIJCOSX wB97M-V def2-TZVPD def2/J DEFGRID3
* xyz 1 1
Bi -0.25 -0.20 0.28
C 4.10 -1.34 1.32
C 4.53 -1.91 0.13
C 3.88 -1.58 -1.05
C 2.77 -0.73 -1.00
N 2.33 -0.25 0.17
C 2.99 -0.51 1.28
C 2.04 -0.27 -2.18
C 2.38 -0.60 -3.50
C 1.61 -0.07 -4.52
C 0.53 0.74 -4.23
C 0.23 0.99 -2.89
N 1.01 0.52 -1.92
C -0.93 1.77 -2.41
C -1.87 2.33 -3.28
C -2.94 3.03 -2.75
C -3.04 3.16 -1.37
C -2.06 2.56 -0.58
N -1.05 1.89 -1.09
H 4.60 -1.55 2.25
H 5.36 -2.59 0.11
H 4.23 -1.99 -1.98
H 2.62 -0.04 2.17
H 3.21 -1.25 -3.72
H 1.86 -0.28 -5.55
H -0.05 1.17 -5.04
H -1.77 2.21 -4.35
H -3.69 3.46 -3.40
H -3.85 3.71 -0.92
H -2.11 2.61 0.50
C -2.38 -1.27 -3.61
C -3.06 -1.04 -2.32
N -2.52 -0.63 -1.19
C -3.53 -0.49 -0.29
C -4.73 -0.84 -0.89
N -4.40 -1.18 -2.17
C -6.18 -0.90 -0.53
O -6.53 -0.53 0.67
O -6.96 -1.27 -1.38
C -3.32 0.02 1.09
O -4.30 0.17 1.82
O -2.13 0.32 1.46
H -1.30 -1.26 -3.47
H -2.64 -0.48 -4.32
H -2.68 -2.22 -4.03
H -5.09 -1.47 -2.85
H -5.75 -0.23 1.24
Se 1.83 -2.39 4.18
C 0.87 -1.64 3.00
N 0.20 -1.07 2.20
C -1.47 -8.93 0.12
C -1.10 -7.52 -0.18
C -0.56 -6.70 0.81
C -0.19 -5.40 0.56
C 0.40 -4.57 1.65
C -0.39 -4.86 -0.74
C -0.12 -3.48 -1.02
O 0.61 -2.71 -0.40
C -0.94 -5.68 -1.75
C -1.10 -5.20 -3.15
C -1.28 -6.99 -1.45
H -0.99 -9.28 1.03
H -1.18 -9.59 -0.70
H -2.55 -9.01 0.24
H -0.42 -7.11 1.80
H 0.36 -5.11 2.60
H -0.14 -3.63 1.76
H 1.43 -4.32 1.43
H -0.69 -3.07 -1.88
H -1.84 -4.40 -3.21
H -1.42 -6.02 -3.79
H -0.16 -4.82 -3.54
H -1.68 -7.61 -2.24
S 2.07 5.06 3.92
C 1.38 3.75 2.98
C 1.66 3.69 1.60
C 1.17 2.63 0.87
N 0.40 1.69 1.42
C 0.07 1.78 2.70
C 0.55 2.77 3.52
C 2.36 4.24 5.50
C 1.36 3.95 6.41
C 1.72 3.22 7.55
N 2.96 2.85 7.81
C 3.92 3.22 6.98
C 3.67 3.91 5.80
H 2.28 4.44 1.14
H 1.39 2.50 -0.17
H -0.61 1.02 3.06
H 0.27 2.78 4.56
H 0.34 4.27 6.27
H 0.97 2.91 8.26
H 4.92 2.93 7.25
H 4.47 4.18 5.12
*
```

Need the Mulliken charges? In units of e they are: Bi 2.804; C -1.083; C -0.752; C -0.833; C 0.223; N 0.371; C -0.578; C 0.586; C -0.888; C -1.159; C -0.545; C 0.398; N 0.538; C 0.244; C -0.788; C -0.788; C -0.929; C -0.295; N 0.382; H 0.498; H 0.466; H 0.415; H 0.840; H 0.446; H 0.463; H 0.462; H 0.443; H 0.466; H 0.487; H 0.394; C -1.313; C -0.330; N 0.627; C -0.129; C 0.016; N 0.038; C 0.544; O -0.547; O -0.621; C 0.448; O -0.886; O -0.184; H -0.050; H 0.371; H 0.525; H 0.279; H 0.450; Se -0.085; C 0.232; N -0.740; C -1.542; C 0.611; C -1.049; C 0.565; C -0.928; C 0.332; C 0.381; O -0.389; C 1.093; C -1.536; C -0.858; H 0.370; H 0.389; H 0.312; H 0.370; H 0.426; H -0.106; H 0.318; H -0.192; H 0.125; H 0.408; H 0.378; H 0.389; S -0.205; C 1.064; C -1.190; C -0.020; N 0.701; C -0.863; C -1.061; C 0.346; C -0.190; C -0.392; N -0.556; C -0.423; C -0.269; H 0.475; H 0.201; H 0.560; H 0.312; H 0.524; H 0.387; H 0.369; H 0.432


Record 3
Entry from the Open Molecules 2025 dataset: a 4-piece molecular cluster, C21H22N4O4 overall in a non-equilibrium geometry (ωB97M-V/def2-TZVPD).

The total energy is -1332.9708 hartree. The LUMO energy comes out at -1.413 eV. For the HOMO-LUMO gap, the calculation gives 6.3 eV.

```
! RIJCOSX wB97M-V def2-TZVPD def2/J DEFGRID3
* xyz 0 1
C 3.27 -6.55 2.97
C 2.20 -5.74 2.27
C 1.39 -4.51 2.99
C 1.77 -2.94 2.58
C 0.69 -2.24 3.64
O 0.89 -1.23 4.51
O -0.56 -3.05 3.44
C -0.24 -4.37 2.79
O -0.94 -5.52 3.38
N -2.15 -5.52 2.76
O -2.94 -5.23 3.67
H 4.39 -6.15 2.99
H 3.04 -7.56 3.55
H 1.98 -6.04 1.16
H 1.50 -4.46 4.17
H 2.91 -2.63 2.68
H 1.28 -2.67 1.53
H -0.62 -4.30 1.67
N 1.25 -0.58 0.02
C 0.41 0.38 0.45
C 0.71 1.73 0.45
C 1.96 2.13 -0.02
C 2.85 1.16 -0.47
C 2.46 -0.16 -0.44
H -0.55 0.02 0.81
H -0.01 2.46 0.81
H 2.23 3.18 -0.03
H 3.83 1.44 -0.85
H 3.12 -0.95 -0.79
N 0.81 2.57 -3.30
C 0.32 3.10 -4.44
C -0.76 2.56 -5.14
C -1.36 1.41 -4.64
C -0.87 0.84 -3.46
C 0.20 1.46 -2.83
H 0.82 3.99 -4.79
H -1.11 3.03 -6.05
H -2.20 0.96 -5.16
H -1.32 -0.05 -3.05
H 0.61 1.05 -1.91
N -1.59 3.84 0.10
C -2.68 4.34 0.73
C -3.77 4.88 0.07
C -3.76 4.90 -1.33
C -2.65 4.39 -2.00
C -1.61 3.88 -1.25
H -2.64 4.31 1.81
H -4.62 5.26 0.62
H -4.60 5.31 -1.88
H -2.61 4.40 -3.08
H -0.72 3.47 -1.74
*
```

Need the Mulliken charges? In units of e they are: C -0.631; C -0.479; C 0.156; C -0.293; C 0.505; O -0.576; O -0.326; C 0.030; O -0.095; N 0.084; O -0.269; H 0.237; H 0.235; H 0.301; H 0.316; H 0.282; H 0.182; H 0.323; N -0.485; C -0.417; C -0.212; C -0.171; C -0.357; C -0.433; H 0.450; H 0.520; H 0.346; H 0.419; H 0.407; N -0.407; C -0.312; C -0.389; C -0.455; C -0.493; C -0.154; H 0.361; H 0.412; H 0.378; H 0.432; H 0.648; N -0.267; C -0.335; C -0.446; C -0.339; C -0.465; C -0.076; H 0.383; H 0.364; H 0.369; H 0.400; H 0.340


Record 4
Entry from the Open Molecules 2025 dataset: a 6-piece molecular cluster, C2H15N2O4 overall in a non-equilibrium geometry (ωB97M-V/def2-TZVPD).

The total energy is -495.1583 hartree. The LUMO energy comes out at -9.936 eV. For the HOMO-LUMO gap, the calculation gives 2.3 eV.

```
! RIJCOSX wB97M-V def2-TZVPD def2/J DEFGRID3
* xyz 1 1
C 0.55 -2.31 -0.65
C 1.53 -1.37 -0.35
N 1.66 -0.18 -1.09
N -4.24 -0.55 1.04
H -0.20 -2.04 -1.40
H 2.35 -1.50 0.34
H 2.59 0.21 -1.20
H 0.78 0.43 -0.93
H -4.66 -0.64 0.06
H -4.60 0.21 1.61
H -4.44 -1.37 1.45
H -1.07 2.02 -0.72
H 0.15 1.29 0.82
O -0.53 1.24 -0.54
H -1.67 0.21 -1.18
H -2.95 0.32 -2.16
O -2.41 -0.27 -1.61
H 0.55 -3.32 -0.22
H 0.36 1.46 2.39
O 0.82 1.51 1.54
H 2.65 1.32 1.33
H 4.12 1.45 1.76
O 3.57 0.90 1.17
*
```

Need the Mulliken charges? In units of e they are: C -0.388; C 0.231; N -0.134; N -0.620; H 0.260; H 0.436; H 0.362; H 0.310; H 0.207; H 0.224; H 0.206; H 0.259; H 0.384; O -0.870; H 0.431; H 0.309; O -0.612; H 0.285; H 0.317; O -0.665; H 0.390; H 0.331; O -0.655


Record 5
Entry from the Open Molecules 2025 dataset: C9H15N3O5SV as an isolated structure (ωB97M-V/def2-TZVPD).

The expectation value of S² is 3.758. The total energy is -2234.7040 hartree. The LUMO energy (alpha / beta) comes out at -0.103 / -0.104 eV. For the HOMO-LUMO gap (alpha / beta), the calculation gives 7.2 / 8.3 eV.

```
! RIJCOSX wB97M-V def2-TZVPD def2/J DEFGRID3
* xyz 0 4
V 0.80 -0.18 -0.61
O -0.61 -1.79 2.73
C -0.18 -1.52 1.62
O 0.63 -0.54 1.35
C -0.66 -2.34 0.36
O -1.44 -3.27 0.50
O -0.20 -1.90 -0.77
C 4.87 2.02 -1.49
N 3.69 1.25 -1.10
C 2.48 1.97 -0.74
C 3.72 -0.08 -1.17
O 2.78 -0.84 -0.95
H 4.69 3.07 -1.28
H 5.07 1.92 -2.56
H 5.75 1.70 -0.93
H 2.76 2.88 -0.22
H 1.89 1.44 0.02
H 1.88 2.23 -1.61
H 4.70 -0.49 -1.45
C -2.20 0.89 2.01
N -2.63 0.08 0.89
C -3.48 -1.10 1.11
C -3.71 -1.64 -0.32
N -2.92 -0.71 -1.14
C -2.28 0.20 -0.38
S -1.17 1.34 -1.03
H -3.08 1.31 2.51
H -1.57 1.69 1.63
H -1.63 0.27 2.71
H -4.41 -0.80 1.59
H -2.96 -1.82 1.74
H -4.76 -1.59 -0.61
H -3.33 -2.65 -0.42
H -2.48 -0.99 -2.00
*
```

Need the Mulliken charges? In units of e they are: V 0.423; O -0.626; C 0.600; O -0.612; C 0.818; O -0.668; O -0.660; C -0.963; N 0.158; C -1.068; C 0.119; O -0.603; H 0.338; H 0.340; H 0.355; H 0.410; H 0.567; H 0.339; H 0.411; C -0.941; N 0.133; C -0.437; C -0.640; N -0.079; C 0.257; S -0.536; H 0.333; H 0.287; H 0.307; H 0.431; H 0.268; H 0.310; H 0.339; H 0.290


Record 6
Entry from the Open Molecules 2025 dataset: C32H42N6OPPdS2 as an isolated structure (ωB97M-V/def2-TZVPD).

The total energy is -2914.0934 hartree. The LUMO energy comes out at 2.575 eV. For the HOMO-LUMO gap, the calculation gives 6.2 eV.

```
! RIJCOSX wB97M-V def2-TZVPD def2/J DEFGRID3
* xyz -1 1
Pd 0.22 1.23 1.88
S 3.10 4.21 -0.44
C 3.28 2.48 -0.75
C 3.96 2.03 -1.88
C 4.27 0.69 -2.03
C 3.90 -0.20 -1.02
C 3.19 0.22 0.08
C 2.85 1.58 0.25
N 2.22 2.03 1.37
C 1.16 2.90 1.27
C -0.85 3.27 0.10
C -1.70 4.19 -0.52
C -3.08 4.03 -0.40
C -3.60 2.99 0.35
C -2.73 2.13 1.01
C -1.34 2.24 0.93
H 4.27 2.75 -2.63
H 4.83 0.34 -2.90
H 4.14 -1.26 -1.12
H 2.86 -0.48 0.84
H -1.34 5.04 -1.07
H -3.74 4.74 -0.90
H -4.67 2.86 0.43
H -3.16 1.34 1.61
C 1.27 5.92 -2.69
C 0.96 4.55 -2.11
C 1.27 4.41 -0.61
N 0.59 3.29 -0.02
N 1.11 3.92 2.27
C 0.97 5.14 1.98
N 0.90 6.09 3.00
S 0.92 5.94 0.37
H 1.14 5.92 -3.77
H 2.30 6.22 -2.47
H 0.60 6.69 -2.28
H 1.58 3.80 -2.60
H -0.07 4.27 -2.31
H 0.64 5.66 3.87
H 0.34 6.90 2.77
N 1.32 -0.88 -3.17
C 0.45 -0.55 -2.12
N 0.43 0.78 -1.83
O -0.25 -1.39 -1.59
H 2.20 -0.38 -3.16
H 1.44 -1.88 -3.22
H 1.16 1.36 -2.20
H 0.10 1.08 -0.92
C -0.14 0.96 5.23
C -0.96 -0.24 4.73
C -2.38 0.24 4.46
C -0.96 -1.30 5.84
P -0.15 -0.72 3.10
C 1.43 -1.48 3.72
C 2.58 -0.70 3.61
C 3.81 -1.16 4.07
C 3.91 -2.42 4.64
C 2.77 -3.21 4.75
C 1.55 -2.74 4.31
C -1.08 -2.12 2.26
C -1.79 -3.17 3.12
C -0.07 -2.81 1.33
C -2.14 -1.45 1.37
H -0.58 1.33 6.17
H -0.15 1.77 4.50
H 0.90 0.69 5.43
H -2.80 0.68 5.37
H -3.04 -0.57 4.15
H -2.38 1.00 3.67
H -1.45 -0.88 6.72
H 0.05 -1.58 6.12
H -1.50 -2.20 5.56
H 2.51 0.28 3.15
H 4.68 -0.54 3.97
H 4.87 -2.79 4.98
H 2.84 -4.20 5.19
H 0.68 -3.37 4.42
H -1.11 -3.72 3.77
H -2.26 -3.90 2.46
H -2.57 -2.73 3.74
H 0.63 -3.43 1.89
H 0.49 -2.08 0.75
H -0.61 -3.44 0.62
H -2.88 -0.90 1.96
H -2.67 -2.23 0.81
H -1.69 -0.77 0.66
*
```

Need the Mulliken charges? In units of e they are: Pd -0.590; S -0.413; C 0.352; C -0.201; C -0.961; C -0.722; C 0.152; C -0.120; N -0.717; C 0.373; C 1.589; C -1.292; C -0.982; C -1.061; C 0.601; C -1.343; H 0.415; H 0.378; H 0.373; H 0.445; H 0.320; H 0.381; H 0.398; H 0.259; C -1.622; C -0.171; C 0.561; N 0.931; N -0.458; C 0.783; N -0.634; S -0.528; H 0.447; H 0.307; H 0.336; H 0.389; H 0.519; H 0.259; H 0.245; N -0.615; C 0.377; N -0.063; O -0.600; H 0.249; H 0.267; H 0.232; H 0.071; C -1.922; C 2.085; C -1.883; C -1.772; P 0.968; C 1.047; C -1.131; C -0.768; C -0.660; C -0.798; C -0.320; C 2.073; C -1.884; C -1.683; C -1.501; H 0.546; H 0.326; H 0.370; H 0.562; H 0.229; H 0.202; H 0.541; H 0.348; H 0.243; H 0.558; H 0.476; H 0.369; H 0.444; H 0.179; H 0.195; H 0.529; H 0.341; H 0.306; H 0.085; H 0.556; H 0.170; H 0.661; H -0.003


Record 7
Entry from the Open Molecules 2025 dataset: C4H8F3NiO5 as an isolated structure in a non-equilibrium geometry (ωB97M-V/def2-TZVPD).

The expectation value of S² is 2.057. The total energy is -2341.1121 hartree. The LUMO energy (alpha / beta) comes out at 2.685 / 1.117 eV. For the HOMO-LUMO gap (alpha / beta), the calculation gives 7.3 / 5.6 eV.

```
! RIJCOSX wB97M-V def2-TZVPD def2/J DEFGRID3
* xyz -1 3
Ni -0.76 2.81 0.58
O 1.77 3.57 -0.10
H 2.34 3.50 -0.89
O -0.31 4.20 2.95
H -0.86 4.26 3.75
O -3.04 2.60 -0.75
H -3.78 2.83 -1.33
C -0.28 -1.66 -2.24
C 0.95 -1.13 -1.51
O 0.98 -1.91 -0.31
C 0.40 -1.49 0.79
O -0.12 -0.34 0.91
C 0.43 -2.44 2.01
F 1.06 -1.90 2.99
F -0.86 -2.84 2.21
F 1.11 -3.55 1.67
H -1.15 -1.69 -1.58
H -0.15 -2.60 -2.79
H -0.58 -0.88 -2.94
H 0.92 -0.05 -1.40
H 1.91 -1.29 -2.00
*
```

Need the Mulliken charges? In units of e they are: Ni 1.047; O -0.911; H 0.141; O -0.657; H 0.227; O -0.945; H 0.128; C -1.021; C -0.182; O -0.286; C 0.383; O -0.531; C 0.810; F -0.208; F -0.244; F -0.266; H 0.317; H 0.284; H 0.367; H 0.268; H 0.280


Record 8
Entry from the Open Molecules 2025 dataset: C28H21CoN6O2SSe as an isolated structure (ωB97M-V/def2-TZVPD).

The expectation value of S² is 6.044. The total energy is -5741.0826 hartree. The LUMO energy (alpha / beta) comes out at -0.824 / -0.987 eV. For the HOMO-LUMO gap (alpha / beta), the calculation gives 4.8 / 6.7 eV.

```
! RIJCOSX wB97M-V def2-TZVPD def2/J DEFGRID3
* xyz 0 5
Co 0.07 0.14 0.32
C -2.89 -3.14 0.77
C -3.12 -3.10 2.13
C -2.50 -2.12 2.89
C -1.67 -1.21 2.27
N -1.42 -1.27 0.95
C -2.02 -2.20 0.22
C -1.01 -0.09 3.01
C -1.43 0.34 4.26
C -0.82 1.45 4.81
C 0.15 2.13 4.09
C 0.50 1.66 2.83
N -0.04 0.54 2.35
C 1.41 2.37 1.89
C 1.99 3.59 2.19
C 2.77 4.20 1.22
C 2.95 3.58 0.00
C 2.35 2.34 -0.21
N 1.59 1.76 0.71
H -3.35 -3.88 0.13
H -3.77 -3.82 2.60
H -2.66 -2.08 3.96
H -1.79 -2.20 -0.83
H -2.24 -0.15 4.77
H -1.12 1.81 5.78
H 0.59 3.03 4.49
H 1.84 4.06 3.14
H 3.22 5.17 1.41
H 3.54 4.03 -0.78
H 2.48 1.78 -1.12
Se -3.04 3.27 1.98
N -2.38 4.50 0.84
C -1.72 3.82 -0.09
C -1.08 4.37 -1.21
C -0.46 3.50 -2.12
C -0.41 2.14 -1.89
N -0.97 1.57 -0.78
C -1.68 2.37 0.07
N -2.32 1.86 1.10
H -1.08 5.44 -1.37
H 0.00 3.88 -3.02
H -0.54 0.80 -3.55
C 0.22 1.21 -2.88
H 0.96 1.72 -3.49
H 0.71 0.37 -2.38
O 0.18 -5.89 -4.89
C 1.32 -5.72 -4.18
O 2.23 -6.49 -4.34
C 1.37 -4.58 -3.22
C 2.49 -4.48 -2.39
C 2.62 -3.45 -1.49
C 1.64 -2.45 -1.39
S 1.89 -1.13 -0.26
C 0.53 -2.55 -2.23
C 0.40 -3.59 -3.13
H -0.47 -5.22 -4.64
H 3.25 -5.25 -2.48
H 3.49 -3.39 -0.85
H -0.23 -1.77 -2.19
H -0.48 -3.59 -3.77
*
```

Need the Mulliken charges? In units of e they are: Co 0.049; C -0.930; C -0.490; C -0.855; C 0.775; N 0.490; C -0.095; C 0.844; C -1.002; C -0.773; C -0.654; C 0.747; N 0.034; C 0.409; C -0.899; C -0.590; C -1.048; C -0.110; N 0.679; H 0.439; H 0.418; H 0.390; H 0.451; H 0.318; H 0.433; H 0.370; H 0.361; H 0.434; H 0.428; H 0.453; Se 0.052; N -0.919; C 0.882; C -0.901; C -0.522; C 0.541; N -0.047; C 0.690; N -0.518; H 0.439; H 0.411; H 0.265; C -1.227; H 0.394; H 0.095; O -0.496; C 0.560; O -0.565; C 1.023; C -0.661; C -0.776; C 0.523; S -0.526; C -0.804; C -0.826; H 0.282; H 0.439; H 0.439; H 0.496; H 0.180